Entry 1:
{"formula": "C47H112N8O8", "method": "the ωB97M-V functional and the def2-TZVPD basis", "elements": ["C", "C", "C", "C", "C", "C", "C", "C", "C", "N", "O", "H", "H", "H", "H", "H", "H", "H", "H", "H", "H", "H", "H", "H", "H", "H", "H", "H", "H", "H", "C", "C", "C", "C", "C", "C", "C", "C", "C", "N", "O", "H", "H", "H", "H", "H", "H", "H", "H", "H", "H", "H", "H", "H", "H", "H", "H", "H", "H", "H", "C", "C", "C", "C", "C", "C", "C", "C", "C", "N", "O", "H", "H", "H", "H", "H", "H", "H", "H", "H", "H", "H", "H", "H", "H", "H", "H", "H", "H", "H", "C", "O", "C", "C", "C", "N", "H", "H", "H", "H", "H", "H", "H", "H", "H", "H", "H", "C", "O", "C", "C", "C", "N", "H", "H", "H", "H", "H", "H", "H", "H", "H", "H", "H", "C", "O", "C", "C", "C", "N", "H", "H", "H", "H", "H", "H", "H", "H", "H", "H", "H", "C", "O", "C", "C", "C", "N", "H", "H", "H", "H", "H", "H", "H", "H", "H", "H", "H", "C", "O", "C", "C", "C", "N", "H", "H", "H", "H", "H", "H", "H", "H", "H", "H", "H"], "positions_angstrom": [[3.825, 5.829, 0.145], [3.955, 4.934, 1.474], [3.588, 5.809, 2.720], [3.047, 3.716, 1.459], [3.437, 2.596, 0.523], [4.868, 2.233, 0.852], [5.763, 3.391, 0.788], [7.136, 2.977, 1.305], [5.998, 3.757, -0.647], [5.314, 4.488, 1.724], [6.151, 5.649, 1.490], [4.763, 6.424, 0.042], [3.564, 5.191, -0.699], [3.092, 6.686, 0.182], [4.206, 6.722, 2.722], [2.548, 6.068, 2.631], [3.561, 5.162, 3.600], [3.152, 3.208, 2.366], [2.038, 4.039, 1.279], [2.731, 1.766, 0.623], [3.460, 3.020, -0.484], [5.288, 1.497, 0.136], [4.854, 1.747, 1.786], [7.829, 3.809, 1.119], [7.529, 2.058, 0.798], [7.016, 2.651, 2.357], [6.662, 4.651, -0.757], [5.120, 3.867, -1.278], [6.557, 2.921, -1.056], [6.806, 5.547, 2.172], [-4.232, 1.980, -2.694], [-4.918, 1.990, -1.315], [-6.315, 2.743, -1.429], [-5.190, 0.560, -0.938], [-5.469, 0.395, 0.536], [-4.426, 1.063, 1.388], [-4.117, 2.493, 1.061], [-5.305, 3.362, 1.586], [-2.827, 2.973, 1.750], [-3.865, 2.561, -0.427], [-3.808, 4.018, -0.777], [-4.303, 2.952, -3.169], [-3.138, 1.889, -2.529], [-4.663, 1.323, -3.445], [-6.203, 3.822, -1.559], [-6.870, 2.377, -2.288], [-7.029, 2.560, -0.623], [-6.031, 0.197, -1.519], [-4.347, -0.057, -1.126], [-6.452, 0.815, 0.773], [-5.552, -0.637, 0.936], [-3.515, 0.475, 1.278], [-4.718, 0.989, 2.419], [-6.196, 2.965, 1.297], [-5.094, 4.361, 1.177], [-5.326, 3.381, 2.705], [-2.623, 4.053, 1.734], [-1.876, 2.516, 1.428], [-2.836, 2.586, 2.770], [-3.106, 3.842, -1.376], [-3.223, -1.167, -4.188], [-2.836, -2.549, -4.773], [-4.050, -3.439, -4.473], [-2.622, -2.405, -6.271], [-2.135, -3.755, -6.798], [-0.840, -4.123, -6.041], [-0.949, -4.185, -4.487], [-1.623, -5.456, -3.971], [0.450, -4.039, -3.879], [-1.569, -2.953, -4.117], [-1.632, -2.740, -2.730], [-2.246, -0.602, -4.050], [-3.919, -0.739, -4.879], [-3.718, -1.280, -3.180], [-4.156, -3.570, -3.392], [-4.951, -2.816, -4.644], [-4.077, -4.362, -5.051], [-3.579, -2.112, -6.717], [-1.924, -1.615, -6.505], [-2.870, -4.558, -6.689], [-2.009, -3.749, -7.876], [-0.143, -3.270, -6.193], [-0.351, -5.009, -6.465], [-1.005, -6.340, -4.042], [-2.570, -5.668, -4.555], [-1.934, -5.302, -2.944], [0.475, -4.039, -2.766], [0.790, -3.059, -4.172], [1.155, -4.812, -4.196], [-2.481, -3.013, -2.437], [-2.342, -7.625, 0.539], [-2.159, -6.265, 0.792], [-2.825, -5.416, -0.066], [-2.473, -3.931, 0.271], [-2.642, -3.652, 1.765], [-3.297, -3.057, -0.534], [-3.404, -7.843, 0.513], [-1.877, -8.239, 1.340], [-2.057, -7.895, -0.478], [-2.648, -5.713, -1.113], [-3.945, -5.501, 0.103], [-1.423, -3.868, -0.022], [-2.046, -4.336, 2.311], [-3.699, -3.584, 2.095], [-2.125, -2.725, 2.032], [-3.151, -2.096, -0.246], [-4.304, -3.278, -0.354], [1.451, -3.896, 1.591], [1.596, -5.180, 2.253], [0.972, -5.258, 3.475], [1.364, -6.495, 4.213], [0.491, -6.543, 5.441], [2.817, -6.524, 4.432], [1.504, -3.093, 2.324], [0.465, -3.928, 1.118], [2.248, -3.764, 0.864], [1.204, -4.394, 4.135], [-0.076, -5.193, 3.309], [1.096, -7.315, 3.498], [0.860, -7.309, 6.214], [-0.551, -6.909, 5.337], [0.485, -5.588, 5.976], [3.029, -7.423, 4.781], [3.088, -5.926, 5.234], [0.598, 3.479, -2.127], [-0.038, 4.735, -2.425], [0.548, 5.831, -1.866], [-0.255, 7.119, -2.122], [-1.582, 6.957, -1.462], [-0.383, 7.413, -3.582], [0.725, 3.320, -1.006], [1.542, 3.331, -2.577], [-0.068, 2.700, -2.499], [0.603, 5.670, -0.770], [1.564, 5.996, -2.287], [0.248, 7.974, -1.678], [-2.232, 6.351, -2.011], [-1.969, 7.979, -1.496], [-1.496, 6.564, -0.432], [-0.972, 6.753, -4.070], [0.528, 7.388, -4.094], [4.929, 2.131, 4.766], [4.026, 1.141, 4.220], [4.573, 0.001, 3.603], [4.981, -1.011, 4.612], [5.615, -2.266, 3.919], [3.687, -1.448, 5.209], [5.597, 1.653, 5.481], [4.360, 2.994, 5.159], [5.481, 2.465, 3.906], [3.768, -0.432, 2.999], [5.425, 0.143, 2.949], [5.851, -0.629, 5.245], [6.715, -2.171, 3.748], [5.166, -2.459, 2.963], [5.673, -3.217, 4.428], [3.232, -0.764, 5.789], [3.675, -2.372, 5.645], [0.729, 0.771, 2.804], [0.779, 0.119, 1.568], [-0.277, 0.373, 0.646], [-0.244, -0.570, -0.521], [0.938, -0.232, -1.480], [-1.620, -0.402, -1.123], [1.680, 0.513, 3.256], [-0.018, 0.476, 3.529], [0.652, 1.824, 2.523], [-1.235, 0.294, 1.148], [-0.229, 1.500, 0.386], [-0.162, -1.602, -0.212], [1.070, 0.849, -1.353], [0.693, -0.526, -2.458], [1.882, -0.725, -1.139], [-1.592, -1.004, -1.934], [-1.754, 0.547, -1.439]], "mulliken_charge": [-1.10, 1.86, -1.86, -1.92, 0.33, -0.40, 2.02, -1.97, -1.93, 0.39, -0.58, 0.38, 0.01, 0.34, 0.43, 0.42, 0.23, 0.47, 0.65, -0.08, -0.23, 0.70, -0.72, 0.60, 0.38, 0.19, 0.33, 0.26, 0.55, 0.38, -1.69, 1.76, -1.83, -0.02, -1.08, -0.51, 1.71, -1.99, -1.76, 0.92, -0.56, 0.54, -0.09, 0.43, 0.35, 0.49, 0.29, 0.73, -1.04, 0.49, 0.43, -0.56, 0.70, 0.44, 0.40, 0.39, 0.33, 0.24, 0.37, 0.23, -1.64, 1.14, -1.53, -1.05, -0.79, -1.12, 1.71, -1.55, -1.81, -0.23, 1.43, -0.01, 0.80, 0.13, 0.00, 0.47, 0.39, 0.38, 0.39, 0.32, 0.47, 0.34, 0.40, 0.54, 0.25, -0.16, 0.13, 0.47, 0.43, -0.52, -0.91, -0.17, -0.67, 1.75, -1.41, 0.10, 0.38, 0.21, 0.32, 0.18, 0.36, -0.69, 0.20, 0.31, 0.28, -0.77, 0.37, -0.18, -0.47, -0.51, 0.51, -1.34, -0.63, 0.30, -0.08, 0.35, 0.27, 0.07, 0.28, 0.34, 0.32, 0.36, 0.27, 0.23, -0.48, -0.37, -0.14, 0.32, -1.36, -0.73, -0.11, 0.46, 0.27, 0.10, 0.16, 0.37, 0.21, 0.40, 0.31, 0.28, 0.28, -0.51, -0.28, -0.31, 0.86, -1.66, -0.45, 0.34, 0.15, 0.05, -0.07, 0.16, 0.08, 0.34, 0.38, 0.46, 0.19, 0.22, -0.35, -0.17, 0.60, 0.97, -1.08, 1.52, -0.31, 0.32, 0.18, 0.06, -0.64, -0.03, -0.20, 0.40, 0.29, -0.61, -0.76], "smiles": "CC1(C)CCCC(C)(C)N1O.CC1(C)CCCC(C)(C)N1O.CC1(C)CCCC(C)(C)N1O.COC[C@H](C)N.COC[C@H](C)N.COC[C@H](C)N.COC[C@H](C)N.COC[C@H](C)N", "charge": 0}

---

Entry 2:
{"formula": "C47H113N7O11", "method": "the ωB97M-V functional and the def2-TZVPD basis", "elements": ["C", "C", "C", "C", "C", "C", "C", "C", "C", "N", "O", "H", "H", "H", "H", "H", "H", "H", "H", "H", "H", "H", "H", "H", "H", "H", "H", "H", "H", "H", "C", "C", "C", "C", "C", "C", "C", "C", "C", "N", "O", "H", "H", "H", "H", "H", "H", "H", "H", "H", "H", "H", "H", "H", "H", "H", "H", "H", "H", "H", "C", "C", "C", "C", "C", "C", "C", "C", "C", "N", "O", "H", "H", "H", "H", "H", "H", "H", "H", "H", "H", "H", "H", "H", "H", "H", "H", "H", "H", "H", "C", "O", "C", "C", "C", "N", "H", "H", "H", "H", "H", "H", "H", "H", "H", "H", "H", "C", "O", "C", "C", "C", "N", "H", "H", "H", "H", "H", "H", "H", "H", "H", "H", "H", "C", "O", "C", "C", "C", "N", "H", "H", "H", "H", "H", "H", "H", "H", "H", "H", "H", "C", "O", "C", "C", "C", "N", "H", "H", "H", "H", "H", "H", "H", "H", "H", "H", "H", "O", "C", "C", "O", "H", "H", "H", "H", "H", "H", "O", "C", "C", "O", "H", "H", "H", "H", "H", "H"], "positions_angstrom": [[0.166, -26.694, 7.673], [-1.291, -27.189, 7.257], [-1.427, -28.688, 7.194], [-2.238, -26.629, 8.354], [-3.620, -26.606, 7.873], [-3.795, -25.779, 6.610], [-2.892, -26.329, 5.472], [-3.551, -27.602, 4.988], [-2.930, -25.334, 4.273], [-1.552, -26.480, 6.005], [-0.725, -27.005, 4.964], [0.961, -27.171, 7.103], [0.128, -25.610, 7.604], [0.353, -26.843, 8.775], [-0.903, -29.009, 8.074], [-2.459, -29.065, 7.304], [-0.992, -29.083, 6.285], [-2.264, -27.287, 9.240], [-1.930, -25.635, 8.654], [-4.041, -27.562, 7.618], [-4.274, -26.268, 8.671], [-3.593, -24.723, 6.735], [-4.829, -25.901, 6.275], [-2.815, -28.106, 4.383], [-4.397, -27.294, 4.383], [-3.953, -28.246, 5.778], [-2.344, -24.454, 4.480], [-3.950, -24.940, 4.224], [-2.671, -25.874, 3.371], [0.086, -26.475, 4.913], [6.945, -29.128, 1.194], [5.537, -29.035, 0.590], [4.799, -30.372, 0.553], [4.779, -28.111, 1.561], [3.474, -27.607, 1.023], [3.798, -26.881, -0.289], [4.486, -27.786, -1.334], [3.464, -28.828, -1.882], [4.820, -26.846, -2.545], [5.673, -28.321, -0.760], [6.357, -29.168, -1.704], [7.477, -28.147, 1.183], [6.883, -29.466, 2.246], [7.529, -29.834, 0.658], [3.689, -30.243, 0.534], [5.087, -30.989, -0.305], [4.987, -30.902, 1.466], [4.632, -28.738, 2.459], [5.409, -27.241, 1.857], [2.805, -28.481, 0.831], [2.857, -26.933, 1.650], [4.432, -26.037, -0.016], [2.877, -26.505, -0.758], [2.732, -28.413, -2.565], [2.871, -29.360, -1.150], [4.068, -29.524, -2.498], [5.514, -26.057, -2.250], [3.853, -26.412, -2.910], [5.286, -27.387, -3.401], [7.184, -28.672, -1.859], [3.603, -27.096, 8.525], [4.822, -26.384, 9.252], [5.994, -26.596, 8.326], [4.407, -24.919, 9.392], [5.365, -24.147, 10.324], [5.559, -24.884, 11.658], [5.959, -26.371, 11.492], [7.421, -26.385, 11.003], [5.763, -27.113, 12.863], [4.997, -27.004, 10.548], [5.394, -28.360, 10.266], [2.742, -27.140, 9.199], [3.305, -26.512, 7.695], [3.736, -28.125, 8.101], [5.737, -26.576, 7.257], [6.733, -25.806, 8.502], [6.424, -27.600, 8.522], [4.329, -24.462, 8.431], [3.363, -24.865, 9.695], [6.318, -24.061, 9.831], [4.926, -23.158, 10.572], [4.641, -24.852, 12.243], [6.294, -24.316, 12.249], [7.586, -27.326, 10.515], [8.100, -26.254, 11.840], [7.612, -25.539, 10.321], [4.672, -27.216, 12.962], [6.143, -26.511, 13.660], [6.296, -28.014, 12.926], [4.562, -28.858, 10.326], [-4.889, -34.322, -0.386], [-4.663, -34.307, 0.974], [-3.564, -33.530, 1.364], [-3.364, -33.630, 2.909], [-4.619, -33.095, 3.661], [-2.112, -32.970, 3.214], [-5.721, -34.977, -0.569], [-4.013, -34.672, -0.944], [-5.109, -33.290, -0.657], [-2.662, -33.813, 0.839], [-3.764, -32.437, 1.144], [-3.284, -34.733, 3.106], [-4.780, -32.069, 3.297], [-4.397, -33.101, 4.717], [-5.414, -33.803, 3.550], [-2.251, -32.003, 2.869], [-1.934, -32.973, 4.202], [3.422, -33.253, 2.352], [4.103, -33.774, 1.190], [3.252, -34.010, 0.094], [3.908, -35.130, -0.769], [5.171, -34.557, -1.406], [3.026, -35.662, -1.783], [2.690, -33.958, 2.697], [3.008, -32.271, 2.229], [4.241, -33.065, 3.064], [2.243, -34.365, 0.390], [3.129, -33.100, -0.503], [4.270, -35.935, -0.122], [5.697, -34.082, -0.618], [4.927, -33.775, -2.097], [5.804, -35.307, -1.920], [2.737, -34.889, -2.370], [2.158, -36.023, -1.353], [2.960, -25.601, 4.976], [1.885, -25.944, 4.101], [1.750, -24.868, 3.179], [0.319, -24.897, 2.535], [-0.087, -26.212, 1.922], [0.312, -23.781, 1.511], [3.272, -26.511, 5.473], [2.605, -24.801, 5.579], [3.783, -25.244, 4.347], [1.923, -23.870, 3.596], [2.441, -24.990, 2.333], [-0.503, -24.646, 3.238], [-1.093, -26.156, 1.453], [-0.145, -26.969, 2.718], [0.673, -26.569, 1.211], [0.999, -23.993, 0.775], [-0.548, -23.461, 1.101], [2.571, -29.381, 5.263], [1.855, -30.303, 4.497], [1.717, -29.777, 3.188], [0.486, -30.291, 2.491], [0.565, -30.000, 0.997], [-0.750, -29.712, 3.046], [3.515, -29.171, 4.718], [2.821, -29.872, 6.198], [2.054, -28.434, 5.415], [1.575, -28.717, 3.345], [2.683, -29.935, 2.658], [0.475, -31.395, 2.710], [0.637, -28.946, 0.761], [-0.390, -30.369, 0.519], [1.471, -30.505, 0.567], [-0.970, -30.056, 3.977], [-0.713, -28.688, 3.073], [-0.158, -31.739, 5.673], [0.409, -32.215, 6.819], [1.565, -33.162, 6.573], [2.040, -33.622, 7.786], [0.569, -31.167, 5.315], [0.772, -31.386, 7.430], [-0.304, -32.723, 7.501], [2.265, -32.662, 5.949], [1.040, -33.922, 5.993], [2.984, -33.352, 7.822], [-2.297, -27.198, -1.515], [-1.662, -27.549, -2.756], [-0.308, -28.105, -2.357], [0.490, -27.228, -1.493], [-3.029, -26.614, -1.683], [-2.288, -28.191, -3.361], [-1.450, -26.664, -3.383], [0.291, -28.326, -3.260], [-0.469, -29.051, -1.841], [-0.112, -26.964, -0.788]], "mulliken_charge": [-1.61, 1.91, -2.07, -0.84, -0.92, -1.17, 1.46, -1.68, -2.13, -0.18, 1.59, -0.12, 0.43, 0.51, 0.68, 0.30, 0.19, 0.40, 0.39, 0.38, 0.39, 0.40, 0.40, 0.06, 0.53, 0.38, 0.43, 0.53, 0.31, -0.48, -2.10, 1.97, -1.24, -1.57, 2.40, -1.96, 1.72, -1.40, -1.84, 0.21, -0.47, 0.43, 0.32, 0.51, -0.30, 0.45, 0.60, -0.10, 0.64, -1.30, -0.54, 0.61, 0.36, 0.34, 0.01, 0.41, 0.47, 0.29, 0.38, 0.36, -2.77, 2.35, -1.61, -1.24, -0.83, -1.11, 1.67, -1.71, -1.98, 0.17, -0.52, 0.54, 0.40, 0.51, 0.32, 0.30, 0.36, 0.36, 0.52, 0.33, 0.40, 0.42, 0.34, 0.34, 0.46, 0.31, 0.45, 0.43, 0.43, 0.36, -0.74, -0.31, -0.83, 0.20, -1.39, -0.27, 0.25, 0.29, 0.32, 0.55, 0.32, 0.39, 0.26, 0.43, 0.38, 0.07, 0.09, -0.96, -0.37, -0.30, 0.26, -1.41, -0.71, 0.64, 0.19, 0.31, 0.35, 0.04, 0.32, 0.39, 0.32, 0.33, 0.28, 0.29, -1.07, 0.29, -1.22, 1.08, 1.70, -0.80, 0.05, 0.46, 0.42, 0.49, 0.23, -0.42, 0.80, -1.42, -1.25, 0.23, 0.27, -0.54, -0.12, 0.59, 0.02, -0.47, -0.15, 0.29, 0.48, -0.35, -0.27, -0.22, 0.47, -0.26, 0.40, -0.13, 0.55, -0.50, -0.02, -0.36, -0.41, -0.56, 0.03, 0.16, 0.47, 0.30, 0.22, 0.37, -0.47, -0.61, -0.28, -0.30, 0.27, 0.39, 0.31, 0.43, 0.12, 0.22], "smiles": "CC1(C)CCCC(C)(C)N1O.CC1(C)CCCC(C)(C)N1O.CC1(C)CCCC(C)(C)N1O.COC[C@H](C)N.COC[C@H](C)N.COC[C@H](C)N.COC[C@H](C)N.OCCO.OCCO", "charge": 0}

---

For each record above, in turn, the calculated E_HOMO values are -8.3; -8.4 eV.
For each record above, in turn, the calculated total energy values are -78847.76916; -83517.67433 eV.
For each record above, in turn, the calculated M values are 917.46; 952.46 g/mol.